P | The following is a DFT calculation (ωB97M-V/def2-TZVPD) of 12 unconnected molecules or ions with the total composition C7H37NO11.

Each line ends with the Mulliken charge.
Element x y z (Å)
1 C 2.259 -0.301 3.027  -0.630
2 C 1.615 0.852 2.944  -0.582
3 C 0.768 1.107 1.666  -1.401
4 C 0.444 -0.284 0.835  1.027
5 C -0.886 -0.126 0.092  -0.735
6 N 1.462 -0.510 -0.293  0.308
7 C 1.898 -1.874 -0.356  -0.322
8 C 3.395 -2.133 -0.487  -1.643
9 H 2.845 -0.823 2.208  0.060
10 H 2.879 -0.673 3.912  0.286
11 H 1.708 1.499 3.725  0.532
12 H 1.128 1.692 0.966  1.045
13 H -0.025 1.594 2.028  0.337
14 H 0.312 -1.022 1.680  0.008
15 H -0.798 0.158 -0.949  -0.194
16 H -1.658 -1.099 0.197  0.253
17 H -1.434 0.568 0.633  -0.007
18 H 2.209 0.117 -0.323  0.343
19 H 1.397 -2.359 -1.246  0.230
20 H 1.723 -2.381 0.585  0.005
21 H 3.540 -2.995 -1.042  0.533
22 H 3.743 -1.378 -1.041  0.584
23 H 3.911 -2.363 0.438  0.345
24 O -0.117 -1.032 -3.407  -0.794
25 H 0.267 -0.075 -3.518  0.389
26 H -0.529 -1.001 -2.615  0.292
27 O -1.982 0.965 -3.364  -0.645
28 H -2.038 -0.061 -3.248  0.340
29 H -2.590 1.255 -2.646  0.327
30 O 2.513 2.248 -2.274  -0.794
31 H 2.204 1.327 -2.437  0.418
32 H 2.559 2.825 -3.168  0.326
33 O -1.576 3.739 0.162  -0.767
34 H -1.232 3.527 -0.786  0.385
35 H -1.416 3.032 0.739  0.305
36 O -3.039 0.322 2.566  -0.578
37 H -3.488 0.763 1.930  0.201
38 H -3.622 -0.210 3.176  0.309
39 O -0.111 -3.393 2.934  -0.653
40 H -0.514 -2.965 2.167  0.272
41 H 0.454 -4.076 2.538  0.309
42 O -3.482 -1.502 0.049  -0.570
43 H -4.090 -0.817 -0.165  0.261
44 H -3.860 -2.399 0.269  0.251
45 O 2.587 -0.670 -3.518  -0.761
46 H 2.934 -0.930 -2.548  0.201
47 H 1.637 -1.085 -3.721  0.424
48 O -3.679 2.616 -0.312  -0.642
49 H -3.100 2.554 0.553  0.377
50 H -2.986 2.932 -0.935  0.336
51 O -1.683 -0.980 4.366  -0.671
52 H -1.311 -1.780 3.776  0.353
53 H -1.847 -0.203 3.852  0.403
54 O 0.231 3.004 -3.311  -0.690
55 H -0.325 2.273 -3.615  0.337
56 H 0.792 2.533 -2.684  0.366

Calculated values
LUMO energy: -0.23 eV
Structure (SMILES): C=CC[C@@H](C)NCC.O.O.O.O.O.O.O.O.O.O.O
Net charge: 0


Q | The following is a DFT calculation (ωB97M-V/def2-TZVPD) of 12 unconnected molecules or ions with the total composition C7H37NO11.

Each line ends with the Mulliken charge.
Element x y z (Å)
1 C 3.859 -0.341 -1.966  -1.142
2 C 3.101 -0.893 -0.760  -0.124
3 C 1.905 -1.454 -0.993  -0.613
4 C 1.072 -2.309 -0.108  -0.306
5 C 0.504 -1.849 1.234  -0.299
6 C -0.492 -0.677 0.824  0.649
7 C -1.886 -1.160 0.431  -1.216
8 N -0.563 0.299 1.916  -0.100
9 H 4.280 -1.135 -2.576  0.338
10 H 3.108 0.076 -2.636  0.257
11 H 4.578 0.436 -1.688  0.328
12 H 3.371 -0.581 0.234  0.307
13 H 1.691 -1.624 -2.067  0.329
14 H 0.263 -2.745 -0.818  -0.070
15 H 1.628 -3.229 0.212  0.368
16 H -0.035 -2.750 1.601  0.374
17 H 1.351 -1.363 1.731  0.165
18 H -0.026 -0.128 -0.049  -0.054
19 H -2.735 -0.487 0.638  0.375
20 H -1.944 -2.111 0.952  0.357
21 H -1.863 -1.370 -0.645  0.052
22 H -1.146 0.027 2.674  0.396
23 H -0.646 1.240 1.540  -0.062
24 O 0.335 2.780 -0.460  -0.685
25 H -0.567 2.587 -0.104  0.094
26 H 0.664 3.234 0.339  0.349
27 O -2.000 -2.365 -3.107  -0.635
28 H -2.009 -2.686 -4.014  0.280
29 H -1.608 -1.489 -3.246  0.309
30 O -2.102 0.609 -2.860  -0.586
31 H -2.981 0.644 -3.250  0.250
32 H -1.561 1.028 -3.620  0.396
33 O -2.284 3.940 -0.167  -0.627
34 H -2.163 3.334 0.566  0.316
35 H -2.158 4.814 0.215  0.309
36 O -0.271 3.107 -3.189  -0.697
37 H 0.346 3.762 -3.520  0.305
38 H -0.153 2.924 -2.247  0.504
39 O -1.920 -1.801 4.159  -0.646
40 H -1.802 -2.422 3.427  0.306
41 H -2.769 -1.434 3.858  0.332
42 O 0.015 0.836 -4.247  -0.737
43 H 0.315 0.364 -3.456  0.309
44 H 0.363 1.751 -3.987  0.385
45 O 0.797 -0.476 4.578  -0.590
46 H -0.002 -0.127 4.160  0.273
47 H 0.906 -1.417 4.449  0.283
48 O 1.999 1.686 3.556  -0.755
49 H 2.440 1.249 4.284  0.315
50 H 1.741 1.029 2.889  0.341
51 O -1.342 -4.366 -0.929  -0.703
52 H -1.630 -3.860 -1.707  0.382
53 H -1.191 -3.694 -0.255  0.255
54 O 0.393 3.593 2.364  -0.616
55 H 0.977 2.964 2.819  0.410
56 H -0.152 4.027 3.021  0.269

Calculated values
LUMO energy: 0.14 eV
Structure (SMILES): C/C=C/CC[C@@H](C)N.O.O.O.O.O.O.O.O.O.O.O
Net charge: 0


Verdict on stability: Q comes out on top.


P | The following is a DFT calculation (ωB97M-V/def2-TZVPD) of C25H26N2O3S in the gas phase.

Each line ends with the Mulliken charge.
Element x y z (Å)
1 C 0.007 2.793 4.663  -1.238
2 C 0.487 1.676 3.756  -0.270
3 O 0.295 2.087 2.404  -0.170
4 C 0.800 1.295 1.464  -1.071
5 O 1.457 0.306 1.701  -0.642
6 C 0.483 1.756 0.083  -0.200
7 C 0.045 0.850 -0.816  0.797
8 N -0.192 -0.492 -0.482  -0.108
9 C -0.909 -0.955 0.542  0.227
10 S -1.868 -0.070 1.548  -0.450
11 N -0.889 -2.330 0.738  -0.147
12 C -0.264 -3.281 -0.022  0.644
13 O 0.315 -3.021 -1.065  -0.751
14 C -0.374 -4.665 0.500  0.392
15 C -0.338 -5.711 -0.419  -0.423
16 C -0.429 -7.021 0.012  -0.546
17 C -0.539 -7.298 1.365  -0.371
18 C -0.551 -6.263 2.286  -0.681
19 C -0.472 -4.949 1.861  -0.401
20 C -0.225 1.220 -2.208  1.045
21 C -0.323 0.283 -3.233  -0.663
22 C -0.598 0.690 -4.526  -0.904
23 C -0.789 2.032 -4.807  -0.653
24 C -0.697 2.969 -3.791  -1.064
25 C -0.413 2.578 -2.494  0.661
26 C -0.322 3.562 -1.370  -1.547
27 C 0.778 3.165 -0.381  2.178
28 C 0.936 4.229 0.710  -1.261
29 C 1.699 5.369 0.027  -0.789
30 C 2.548 4.700 -1.070  -0.708
31 C 2.168 3.215 -1.050  -1.155
32 H 0.581 3.698 4.484  0.296
33 H -1.041 2.999 4.467  0.300
34 H 0.124 2.496 5.702  0.425
35 H 1.549 1.452 3.914  0.306
36 H -0.086 0.758 3.923  0.288
37 H 0.250 -1.215 -1.059  0.388
38 H -1.433 -2.626 1.538  0.362
39 H -0.242 -5.475 -1.468  0.411
40 H -0.409 -7.827 -0.706  0.386
41 H -0.608 -8.321 1.704  0.386
42 H -0.619 -6.480 3.341  0.389
43 H -0.448 -4.156 2.594  0.423
44 H -0.173 -0.768 -3.036  0.428
45 H -0.665 -0.044 -5.316  0.419
46 H -1.006 2.349 -5.816  0.392
47 H -0.848 4.016 -4.009  0.438
48 H -0.140 4.561 -1.762  0.505
49 H -1.280 3.578 -0.838  0.431
50 H 1.543 3.834 1.522  0.434
51 H -0.020 4.546 1.121  0.496
52 H 1.006 6.090 -0.407  0.318
53 H 2.318 5.907 0.744  0.476
54 H 3.613 4.830 -0.886  0.420
55 H 2.330 5.136 -2.045  0.251
56 H 2.157 2.774 -2.046  0.464
57 H 2.872 2.648 -0.439  0.437

Calculated values
LUMO energy: 0.00 eV
Structure (SMILES): CCOC(=O)C1=C(NC(=S)NC(=O)c2ccccc2)c2ccccc2CC12CCCC2
Net charge: 0


Q | The following is a DFT calculation (ωB97M-V/def2-TZVPD) of C25H26N2O3S in the gas phase.

Each line ends with the Mulliken charge.
Element x y z (Å)
1 C -5.869 -2.736 1.390  -1.382
2 C -4.507 -2.065 1.279  0.018
3 C -4.232 -1.618 -0.158  -1.398
4 N -2.946 -0.950 -0.293  0.505
5 C -1.832 -1.737 -0.294  0.016
6 O -1.903 -2.952 -0.299  -0.661
7 C -0.517 -1.032 -0.219  0.178
8 C -0.294 -0.031 0.745  -0.632
9 C 0.932 0.562 0.855  -0.879
10 C 1.990 0.196 0.006  0.488
11 C 3.289 0.762 0.075  0.135
12 S 3.730 1.915 1.379  -0.110
13 C 3.819 0.708 2.761  -0.452
14 C 4.500 -0.538 2.259  0.438
15 O 5.662 -0.637 1.980  -0.558
16 O 3.627 -1.542 2.130  -0.416
17 C 4.227 0.374 -0.834  0.689
18 C 3.877 -0.621 -1.787  0.526
19 N 2.720 -1.202 -1.856  -0.720
20 C 1.766 -0.809 -0.980  -0.364
21 C 0.505 -1.424 -1.050  -0.218
22 C 5.051 -0.912 -2.668  -0.832
23 C 6.240 -0.337 -1.883  -0.574
24 C 5.652 0.782 -1.006  -0.933
25 C -2.920 0.436 -0.535  -0.205
26 C -2.129 0.961 -1.554  -0.210
27 C -2.114 2.326 -1.777  -0.918
28 C -2.895 3.172 -1.012  -0.577
29 C -3.713 2.661 -0.011  0.646
30 C -4.575 3.579 0.801  -1.588
31 C -3.717 1.294 0.218  -0.071
32 H -6.662 -2.049 1.097  0.333
33 H -6.053 -3.055 2.413  0.380
34 H -5.915 -3.609 0.745  0.326
35 H -3.725 -2.764 1.579  0.308
36 H -4.464 -1.204 1.951  0.286
37 H -4.213 -2.504 -0.801  0.468
38 H -5.011 -0.939 -0.509  0.467
39 H -1.096 0.260 1.406  0.570
40 H 1.096 1.342 1.585  0.580
41 H 2.817 0.478 3.119  0.348
42 H 4.418 1.196 3.527  0.472
43 H 4.055 -2.337 1.774  0.353
44 H 0.352 -2.200 -1.784  0.533
45 H 4.915 -0.388 -3.618  0.270
46 H 5.148 -1.974 -2.885  0.304
47 H 6.660 -1.110 -1.238  0.279
48 H 7.030 0.027 -2.537  0.328
49 H 5.695 1.750 -1.513  0.311
50 H 6.167 0.879 -0.051  0.381
51 H -1.538 0.303 -2.169  0.626
52 H -1.493 2.728 -2.564  0.419
53 H -2.879 4.236 -1.195  0.439
54 H -5.353 4.015 0.174  0.331
55 H -5.052 3.048 1.621  0.333
56 H -3.983 4.396 1.209  0.373
57 H -4.341 0.891 1.002  0.243

Calculated values
LUMO energy: -0.06 eV
Structure (SMILES): CCCN(C(=O)c1ccc2c(SCC(=O)O)c3c(nc2c1)CCC3)c1cccc(C)c1
Net charge: 0


Verdict on stability: Q comes out on top.


P | The following is a DFT calculation (ωB97M-V/def2-TZVPD) of 3 unconnected molecules or ions with the total composition C5H17NO2.

Each line ends with the Mulliken charge.
Element x y z (Å)
1 C 1.411 -2.639 -0.367  -1.248
2 C 1.321 -1.145 -0.056  -0.487
3 C -0.137 -0.627 -0.421  0.108
4 C -1.198 -1.087 0.544  -1.046
5 N -0.147 0.901 -0.543  -0.165
6 C -1.295 1.469 -1.374  -0.988
7 H 0.539 -3.234 0.033  0.266
8 H 2.357 -2.874 0.021  0.424
9 H 1.433 -2.776 -1.466  0.300
10 H 1.530 -0.942 0.922  0.440
11 H 2.040 -0.539 -0.611  0.138
12 H -0.521 -1.082 -1.494  0.130
13 H -2.228 -0.643 0.074  0.243
14 H -1.302 -2.266 0.513  0.355
15 H -1.037 -0.837 1.576  0.265
16 H -0.179 1.410 0.372  0.386
17 H -2.069 1.895 -0.789  0.240
18 H -1.606 0.625 -2.056  0.315
19 H -0.741 2.233 -1.940  0.355
20 O 2.201 1.817 0.281  -0.659
21 H 2.431 1.402 -0.599  0.337
22 H 1.597 2.503 -0.033  0.304
23 O -1.242 2.477 2.291  -0.668
24 H -2.264 2.178 2.283  0.343
25 H -0.894 1.780 2.840  0.314

Calculated values
LUMO energy: 0.56 eV
Structure (SMILES): CC[C@@H](C)NC.O.O
Net charge: 0


Q | The following is a DFT calculation (ωB97M-V/def2-TZVPD) of 3 unconnected molecules or ions with the total composition C5H17NO2.

Each line ends with the Mulliken charge.
Element x y z (Å)
1 C -1.021 0.865 0.168  -1.018
2 C -0.292 -0.240 1.004  -0.605
3 C 0.959 0.370 1.800  0.047
4 C 0.461 1.454 2.825  -1.383
5 N 1.522 -0.847 2.325  -0.320
6 C 2.962 -0.844 2.831  -0.814
7 H -1.166 0.745 -0.913  0.294
8 H -0.477 1.828 0.327  0.277
9 H -2.060 1.015 0.487  0.238
10 H -0.854 -0.965 1.492  0.532
11 H 0.121 -1.039 0.185  0.263
12 H 1.727 0.944 1.139  0.236
13 H 1.220 1.919 3.393  0.426
14 H 0.080 2.224 2.275  0.444
15 H -0.333 1.181 3.567  0.256
16 H 0.828 -1.216 3.009  0.275
17 H 3.707 -1.020 1.872  0.210
18 H 3.251 -1.706 3.355  0.372
19 H 3.275 0.045 3.438  0.269
20 O -2.165 1.378 -5.973  -0.626
21 H -1.808 0.498 -5.956  0.323
22 H -2.856 1.529 -5.393  0.301
23 O -2.578 -2.501 -5.779  -0.635
24 H -2.329 -3.065 -6.515  0.325
25 H -2.172 -2.551 -4.960  0.312

Calculated values
LUMO energy: 0.59 eV
Structure (SMILES): CC[C@@H](C)NC.O.O
Net charge: 0


Verdict on stability: P comes out on top.